Arrangement P

10
Properties=species:S:1:pos:R:3 method="wB97M-V/def2-TZVPD" homo_lumo_gap_ev="8.533 / 8.532"
C -0.39 0.99 -1.44
C 0.28 -0.41 1.18
O -1.54 3.13 -2.11
P 0.64 -0.28 -0.62
S -0.92 2.45 -0.92
H -0.72 0.84 -2.95
H -0.58 0.24 1.45
H 1.19 -0.04 1.77
H -0.03 -1.46 1.46
H -0.38 -1.37 -0.80


Arrangement Q

10
Properties=species:S:1:pos:R:3 method="wB97M-V/def2-TZVPD" smiles="C=C=O.PS" homo_lumo_gap_ev=9.904
C 0.31 -0.51 -1.53
C 1.18 -1.47 -1.35
O 1.94 -2.34 -1.26
H -0.73 -0.67 -1.56
H 0.43 0.45 -1.08
P -0.10 1.50 0.95
S -1.70 0.35 1.64
H 1.01 0.74 1.46
H -0.21 2.28 2.16
H -2.13 -0.34 0.56


arrangement Q (48.9 kcal/mol below the next structure)


Arrangement P

9
Properties=species:S:1:pos:R:3 method="wB97M-V/def2-TZVPD" charge=-2 homo_lumo_gap_ev=4.537
C -1.89 -1.67 0.55
N -1.01 -1.70 -0.58
N 1.93 3.53 0.37
O -1.55 -2.38 1.50
O -2.93 -1.01 0.39
O 0.91 -1.53 -2.13
S 0.36 -1.06 -0.82
H 1.82 2.83 1.11
H 2.36 2.99 -0.40


Arrangement Q

9
Properties=species:S:1:pos:R:3 method="wB97M-V/def2-TZVPD" smiles="N=[S@H]([O-])=NC(=O)[O-]" charge=-2 homo_lumo_gap_ev=7.230
N -1.60 0.58 -0.23
S -0.79 -0.65 -0.03
O -1.75 -1.83 0.45
N 0.64 -0.69 0.53
C 1.41 0.50 0.33
O 0.87 1.53 -0.15
O 2.60 0.43 0.72
H -0.75 1.33 -0.06
H -0.61 -1.19 -1.56


arrangement P (19.9 kcal/mol below the next structure)